1.
Here is a 2-piece molecular cluster, C4H10OS overall in a non-equilibrium geometry from OMol25. Energies are from ωB97M-V/def2-TZVPD.

Geometry as XYZ:
```
16
Properties=species:S:1:pos:R:3:forces:R:3:nbo_charge:R:1
C -1.7127 1.1279 0.2738 0.2 3.1 -1.1 -0.5931
C 0.3179 -1.5687 -0.2260 2.2 -2.6 1.0 -0.7487
C -0.3507 0.8400 -0.3454 -0.4 3.3 -1.1 -0.0768
C 0.2919 -0.2336 0.2729 4.6 -0.9 2.7 0.1893
O 0.4258 2.0921 -0.2269 1.3 -3.1 0.3 -0.7097
S 3.3205 0.2715 0.0158 -0.5 -1.8 1.3 -0.6827
H -1.5020 1.3239 1.3165 -0.6 0.1 0.3 0.2257
H -2.5356 0.4711 0.0634 0.0 -0.6 0.1 0.2255
H -1.9182 2.1491 -0.2873 0.0 -1.9 1.5 0.2515
H -0.3313 -1.5953 -1.0315 -1.5 -0.9 -1.6 0.2215
H 1.3768 -1.8668 -0.6500 -1.9 0.9 0.9 0.3379
H 0.1662 -2.3653 0.6006 -0.1 1.3 -1.3 0.2611
H -0.5275 0.7223 -1.3924 0.1 -0.7 -0.9 0.2021
H 0.9250 -0.0839 1.1971 -1.3 0.3 -0.7 0.2619
H 1.3528 1.6340 -0.2196 -1.3 1.8 0.1 0.5022
H 3.6149 -0.8374 0.9425 -0.7 1.9 -1.5 0.1323
```
Positions in Å, forces in eV/Å.

Values from the calculation:
- ΔE to the lowest compared entry with this formula, charge and spin (kcal per mole) = 96.34
- E (a.u.) = -631.671153
- maximum force (eV Å⁻¹) = 5.42
- E_HOMO (spin up / spin down) (eV) = -8.07 / -8.08
- charge = 0
- Kohn-Sham gap (spin up / spin down) (eV) = 6.1 / 6.1

2.
Here is C22H19N7OsS as an isolated structure in a non-equilibrium geometry from OMol25. Energies are from ωB97M-V/def2-TZVPD.

Geometry as XYZ:
```
50
Properties=species:S:1:pos:R:3:forces:R:3:nbo_charge:R:1
Os -0.2011 -0.2104 -0.7936 0.6 2.3 0.6 1.3837
S 4.5828 -2.6899 4.3577 0.1 -0.1 0.1 1.1494
N 4.8414 -2.3322 2.8068 -0.1 -0.1 0.3 -0.5397
C 3.6992 -1.9080 2.3149 -1.4 0.1 0.9 0.0882
C 3.4554 -1.4775 0.9584 -0.1 0.0 0.4 -0.0625
C 4.4267 -1.4607 -0.0548 -0.1 0.0 -0.1 0.0399
C 4.0631 -1.0355 -1.3243 -0.2 0.1 -0.1 -0.2141
C 2.7590 -0.6397 -1.5566 0.1 0.0 -0.4 0.1078
N 1.8173 -0.6310 -0.5813 -1.4 -0.1 -0.8 -0.4887
C 2.1626 -1.0563 0.6590 -0.4 -0.3 1.2 0.2298
C 1.0863 -1.0657 1.6471 0.9 -0.1 -0.4 0.1330
N -0.1270 -0.6684 1.2005 -0.7 0.1 -0.1 -0.4349
C -1.1685 -0.6596 2.0580 0.0 0.1 -0.3 0.0721
C -1.0350 -1.0416 3.3845 0.1 -0.1 0.1 -0.2125
C 0.1984 -1.4613 3.8538 -0.2 0.1 -0.1 -0.0127
C 1.2839 -1.4764 2.9664 0.3 -0.1 0.0 -0.0495
C 2.6175 -1.9049 3.3145 1.0 0.1 -1.2 0.1612
N 3.0186 -2.3271 4.4934 0.3 0.0 -0.1 -0.5564
H 5.4395 -1.7862 0.1580 0.0 0.0 0.0 0.2968
H 4.7814 -1.0147 -2.1336 0.0 0.0 0.0 0.2988
H 2.4394 -0.3165 -2.5386 0.0 0.0 0.0 0.2365
H -2.1216 -0.3423 1.6547 0.0 0.0 0.0 0.2360
H -1.9002 -1.0152 4.0340 0.0 0.0 0.0 0.2924
H 0.3307 -1.7772 4.8828 0.0 0.0 0.0 0.2955
C -4.5610 -2.0174 -1.7792 0.0 -0.1 0.0 -0.0382
C -4.3388 -0.6725 -2.0597 0.1 0.1 0.1 -0.1890
C -3.1335 -0.1007 -1.7163 0.0 0.2 -0.3 0.0490
N -2.1694 -0.8077 -1.0846 0.7 -0.5 0.1 -0.5046
C -2.3948 -2.1117 -0.7951 0.0 -0.3 0.1 0.0243
C -3.5667 -2.7489 -1.1389 0.0 0.0 0.0 -0.1805
H -5.4974 -2.4876 -2.0531 0.0 0.0 0.0 0.2905
H -5.0925 -0.0699 -2.5487 0.0 0.0 0.0 0.2911
H -2.9254 0.9399 -1.9260 0.0 0.0 0.0 0.2187
H -1.6059 -2.6493 -0.2741 0.0 0.0 0.0 0.2304
H -3.6994 -3.7949 -0.8985 0.0 0.0 0.0 0.2910
C -0.7754 5.1706 0.1240 0.0 -0.3 0.0 -0.7015
C -0.6169 3.8721 -0.5551 0.0 0.2 0.6 0.4381
C -0.5324 3.5874 -1.9445 0.1 -0.6 -0.6 -0.2392
C -0.3790 2.2385 -2.0444 0.0 0.6 -1.0 0.2103
N -0.3780 1.6802 -0.7874 0.1 -1.8 0.6 -0.1982
N -0.5192 2.7059 0.0978 0.0 0.2 0.3 -0.3385
C -0.2068 1.2550 -3.1598 0.0 0.1 0.0 -0.6009
H 0.1079 5.7866 -0.0733 0.1 0.0 -0.1 0.3238
H -0.9085 5.0735 1.1994 0.0 0.0 0.0 0.2742
H -1.6258 5.7065 -0.3043 0.0 0.0 -0.1 0.3179
H -0.5774 4.3182 -2.7376 0.0 0.0 0.0 0.3165
H -0.5535 2.5558 1.0963 0.0 0.0 0.1 0.4666
H -1.0197 1.2971 -3.8867 0.0 0.0 0.0 0.3196
H -0.2160 0.1733 -2.8228 0.0 0.0 -0.1 0.1673
H 0.7355 1.3983 -3.6891 0.0 0.0 0.0 0.3109
```
Positions in Å, forces in eV/Å.

Values from the calculation:
- ΔE to the lowest compared entry with this formula, charge and spin (kcal per mole) = 15.05
- E (a.u.) = -1720.324620
- maximum force (eV Å⁻¹) = 2.41
- E_HOMO (spin up / spin down) (eV) = -20.02 / -20.02
- charge = +4
- Kohn-Sham gap (spin up / spin down) (eV) = 3.7 / 3.7